{"formula": "C50H110N8O7", "method": "ωB97M-V/def2-TZVPD", "homo_lumo_gap_ev": 8.6, "smiles": "CC1(C)CCCC(C)(C)N1O.CC1(C)CCCC(C)(C)N1O.CC1(C)CCCC(C)(C)N1O.CC1(C)CCCC(C)(C)N1O.CC1(C)CCCC(C)(C)N1O.COC[C@H](C)N.NC(N)=O", "total_energy_ha": -2935.37439, "e_lumo_ev": 0.501, "charge": 0, "symbols": ["C", "C", "C", "C", "C", "C", "C", "C", "C", "N", "O", "H", "H", "H", "H", "H", "H", "H", "H", "H", "H", "H", "H", "H", "H", "H", "H", "H", "H", "H", "C", "C", "C", "C", "C", "C", "C", "C", "C", "N", "O", "H", "H", "H", "H", "H", "H", "H", "H", "H", "H", "H", "H", "H", "H", "H", "H", "H", "H", "H", "C", "C", "C", "C", "C", "C", "C", "C", "C", "N", "O", "H", "H", "H", "H", "H", "H", "H", "H", "H", "H", "H", "H", "H", "H", "H", "H", "H", "H", "H", "C", "C", "C", "C", "C", "C", "C", "C", "C", "N", "O", "H", "H", "H", "H", "H", "H", "H", "H", "H", "H", "H", "H", "H", "H", "H", "H", "H", "H", "H", "C", "C", "C", "C", "C", "C", "C", "C", "C", "N", "O", "H", "H", "H", "H", "H", "H", "H", "H", "H", "H", "H", "H", "H", "H", "H", "H", "H", "H", "H", "C", "O", "C", "C", "C", "N", "H", "H", "H", "H", "H", "H", "H", "H", "H", "H", "H", "N", "C", "N", "O", "H", "H", "H", "H"], "positions_angstrom": [[-24.9534, -24.6650, -15.8334], [-24.0430, -25.8866, -15.6250], [-24.0581, -26.7328, -17.0419], [-22.5431, -25.3778, -15.4915], [-22.2202, -24.9412, -14.0832], [-22.5127, -26.0152, -13.0607], [-23.9707, -26.5850, -13.1290], [-24.0281, -27.8702, -12.3494], [-24.9589, -25.5423, -12.5746], [-24.4092, -26.8486, -14.5376], [-25.7254, -27.2849, -14.7124], [-24.7706, -24.2202, -16.8116], [-25.9671, -25.0657, -15.8351], [-24.7132, -23.9893, -15.0126], [-23.8968, -26.0998, -17.9145], [-23.4190, -27.5822, -17.2830], [-25.0306, -27.1783, -17.2515], [-21.7987, -26.1525, -15.6751], [-22.3161, -24.5249, -16.1311], [-21.2200, -24.5562, -13.8847], [-22.8297, -24.0650, -13.8619], [-22.3363, -25.5054, -12.1135], [-21.7513, -26.7951, -13.0655], [-24.0113, -27.7978, -11.2619], [-23.2287, -28.5069, -12.7284], [-24.8876, -28.5370, -12.4192], [-25.0892, -25.4930, -11.4936], [-25.9899, -25.7423, -12.8664], [-24.7121, -24.5055, -12.8030], [-25.6214, -28.1689, -15.0718], [-20.1133, -31.0955, -14.6403], [-18.8749, -31.6403, -13.8713], [-18.1730, -30.5525, -13.1154], [-19.3949, -32.6908, -12.8831], [-19.8468, -34.0680, -13.4221], [-18.7545, -34.6260, -14.3684], [-18.2261, -33.6372, -15.3991], [-17.0372, -34.3850, -16.0264], [-19.3890, -33.4262, -16.4982], [-17.8677, -32.3873, -14.7064], [-17.1246, -31.5812, -15.5411], [-20.9266, -31.8174, -14.7144], [-20.6477, -30.3799, -14.0154], [-20.0413, -30.5501, -15.5813], [-17.5447, -29.9044, -13.7265], [-18.9620, -29.8810, -12.7768], [-17.6191, -30.9577, -12.2686], [-18.8167, -32.8297, -11.9696], [-20.2900, -32.1769, -12.5326], [-20.0454, -34.8218, -12.6603], [-20.7754, -33.9919, -13.9877], [-19.0898, -35.5092, -14.9123], [-17.9766, -35.0010, -13.7033], [-16.4591, -34.8673, -15.2382], [-16.4227, -33.7337, -16.6479], [-17.2215, -34.8827, -16.9785], [-19.2047, -34.1979, -17.2457], [-19.4363, -32.4371, -16.9538], [-20.4239, -33.6215, -16.2172], [-16.3002, -31.5760, -15.0492], [-22.8108, -35.8204, -15.4554], [-22.5099, -36.6993, -16.6914], [-21.2250, -36.1737, -17.3249], [-22.0224, -37.9907, -16.0563], [-23.1655, -38.9577, -15.7521], [-24.0223, -39.1705, -17.0041], [-24.6461, -37.8030, -17.6211], [-25.1436, -38.0787, -19.0448], [-25.8038, -37.3717, -16.7073], [-23.5662, -36.7612, -17.6779], [-24.0313, -35.5085, -17.9391], [-23.5610, -36.1902, -14.7564], [-21.8740, -35.6129, -14.9382], [-23.2073, -34.8881, -15.8574], [-21.0825, -36.8000, -18.2055], [-21.2910, -35.1203, -17.5969], [-20.2459, -36.3011, -16.8631], [-21.4934, -38.5474, -16.8298], [-21.3480, -37.9893, -15.2000], [-22.6591, -39.8586, -15.4058], [-23.7994, -38.6727, -14.9125], [-24.7606, -39.8386, -16.5607], [-23.5985, -39.7147, -17.8480], [-25.6882, -37.2694, -19.5313], [-25.8833, -38.8744, -18.9568], [-24.2966, -38.3924, -19.6548], [-26.6429, -38.0097, -16.9849], [-26.0971, -36.3264, -16.8040], [-25.4941, -37.3999, -15.6626], [-24.0585, -35.5949, -18.8949], [-30.6524, -31.3751, -14.5276], [-31.9646, -30.6854, -14.1838], [-31.8079, -29.9262, -12.9465], [-32.3123, -29.6675, -15.3811], [-33.7163, -29.0813, -15.3019], [-34.7242, -30.3117, -15.2527], [-34.4619, -31.4243, -14.1795], [-35.0172, -30.9016, -12.8499], [-35.1983, -32.7037, -14.6714], [-33.0151, -31.7072, -14.1382], [-32.8428, -32.7642, -13.2342], [-30.7283, -31.9005, -15.4796], [-29.8463, -30.6431, -14.5780], [-30.2075, -32.1409, -13.8921], [-31.4873, -28.9207, -13.2193], [-32.6475, -29.7077, -12.2866], [-31.1654, -30.4163, -12.2150], [-31.6819, -28.7815, -15.4562], [-32.0782, -30.1545, -16.3278], [-33.7763, -28.5932, -14.3291], [-34.0120, -28.3369, -16.0412], [-34.6900, -30.6381, -16.2921], [-35.6988, -29.8344, -15.1509], [-34.6787, -31.4701, -11.9837], [-36.0981, -30.9806, -12.7344], [-34.7558, -29.8440, -12.8128], [-35.5665, -33.3100, -13.8438], [-34.5290, -33.4128, -15.1587], [-36.1717, -32.4907, -15.1132], [-33.2867, -32.3699, -12.4798], [-26.8262, -30.8862, -14.0462], [-25.5928, -31.7498, -14.4981], [-24.5550, -31.8990, -13.2523], [-26.2009, -33.1645, -14.7048], [-27.0713, -33.1926, -16.0018], [-26.2019, -32.6912, -17.2542], [-25.5390, -31.3080, -17.0058], [-24.3645, -31.3950, -18.0724], [-26.4944, -30.0913, -17.2675], [-24.8806, -31.2336, -15.7043], [-24.2759, -30.0402, -15.3833], [-27.5979, -30.7548, -14.8047], [-27.2250, -31.0889, -13.0522], [-26.4790, -29.9080, -13.7135], [-23.7020, -32.5390, -13.4777], [-24.2103, -30.9082, -12.9563], [-25.0550, -32.3900, -12.4174], [-25.3239, -33.8107, -14.7426], [-26.8415, -33.4156, -13.8594], [-27.3889, -34.2339, -15.9478], [-27.9061, -32.5221, -15.7977], [-26.9510, -32.6409, -18.0445], [-25.6903, -33.5414, -17.7052], [-24.7674, -31.7547, -19.0192], [-23.5753, -32.1184, -17.8673], [-23.9054, -30.4198, -18.2346], [-27.4149, -30.0544, -16.6850], [-26.9212, -29.9556, -18.2612], [-25.9639, -29.1855, -16.9740], [-23.3558, -30.2526, -15.2103], [-29.1404, -25.0765, -22.0818], [-28.3042, -25.2270, -21.0023], [-28.2572, -26.5791, -20.5556], [-27.3990, -26.6297, -19.1816], [-28.1905, -25.8818, -17.9322], [-26.1670, -25.8740, -19.3748], [-28.6902, -25.3761, -23.0283], [-29.5935, -24.0855, -22.1063], [-30.0402, -25.6894, -22.0289], [-29.2461, -26.9920, -20.3564], [-27.8515, -27.2328, -21.3278], [-27.1950, -27.6454, -18.8425], [-28.1498, -24.8061, -18.1036], [-27.8998, -26.1958, -16.9297], [-29.2091, -26.2242, -18.1147], [-25.6215, -25.7688, -18.5313], [-26.5748, -24.9714, -19.5728], [-25.1946, -27.6463, -22.9565], [-24.9320, -28.5691, -22.0736], [-25.1238, -28.1654, -20.8582], [-24.6362, -29.6735, -22.4021], [-25.3802, -26.6987, -22.6603], [-25.1593, -27.9388, -23.9226], [-24.7954, -28.8213, -20.1639], [-25.7542, -27.4400, -20.5476]], "forces_ev_per_a": [[0.227, -1.228, 0.421], [1.838, -1.499, -2.379], [-0.728, 0.531, 0.404], [0.072, -0.521, 0.932], [-0.780, 0.604, 0.512], [-0.462, 0.138, 0.011], [-1.468, 1.253, -0.032], [-0.028, -1.556, 0.272], [-0.595, 0.495, 1.045], [2.667, 0.496, -1.163], [-0.277, 0.572, 0.641], [0.179, 0.167, 0.166], [-0.226, 0.522, 0.330], [-0.639, 0.348, -0.221], [0.247, 0.573, 0.267], [0.697, 0.016, 1.152], [-0.446, 0.183, 0.455], [-0.332, -0.385, -0.632], [-0.422, -0.227, -0.493], [0.328, -0.257, -0.599], [-0.293, 0.121, 0.223], [-0.518, -0.325, 0.473], [-0.153, -0.325, -0.430], [0.781, 0.639, 0.034], [0.339, -0.067, 0.352], [-0.635, 0.555, -0.857], [0.639, -0.463, 0.392], [0.126, -0.062, -0.598], [0.063, -0.088, -0.524], [0.195, -0.476, 0.031], [-1.039, 0.473, 0.459], [0.511, -1.976, -1.869], [-0.244, 0.836, 0.173], [-1.714, -0.119, 0.788], [0.674, 0.236, -1.465], [-0.767, -0.070, 1.055], [-2.082, -0.023, -0.564], [0.544, 1.884, -1.030], [0.799, -0.505, 0.025], [-0.332, -1.319, 1.306], [0.400, 1.012, -0.553], [0.387, -0.593, -0.530], [0.364, 0.412, 0.503], [0.744, -0.391, -0.138], [0.141, -0.319, -0.160], [0.112, 0.003, 0.543], [0.099, 0.147, -0.084], [0.651, 0.130, -0.348], [-0.332, -0.188, 0.527], [0.097, 0.334, 0.356], [-0.119, 0.284, 0.016], [-0.279, -0.067, -0.033], [0.512, 0.225, -0.158], [0.112, -0.318, -0.602], [0.775, 1.134, 1.064], [-1.108, -1.619, 0.854], [0.005, 0.342, -0.361], [0.585, -0.047, -0.063], [0.153, -0.031, 0.805], [0.372, 0.345, -0.435], [-0.573, 1.028, -0.847], [1.972, 0.670, 3.050], [0.109, 0.424, -1.633], [-1.460, -2.432, -1.196], [0.887, 0.358, -0.446], [-0.729, 0.888, 0.115], [0.564, -0.037, 1.504], [-0.010, -0.322, 0.565], [0.289, 0.336, -0.212], [1.174, -3.828, 0.639], [-0.883, 1.136, -0.782], [0.068, -0.368, -0.037], [-0.118, -0.053, 0.088], [0.047, 0.381, 0.324], [-0.173, 0.315, -0.545], [-0.128, -0.082, -0.289], [-0.435, -0.064, 1.088], [0.447, -0.042, -0.187], [-0.030, 1.113, -0.068], [-0.379, -0.477, -0.232], [-0.089, 0.360, -0.035], [-0.964, 0.197, -0.838], [0.681, -0.010, 0.281], [0.242, 0.363, 0.169], [0.117, -0.287, -0.236], [-0.152, -0.046, -0.150], [-0.206, 0.026, 0.687], [-0.010, 0.041, -0.646], [-0.256, -0.658, 0.104], [-0.142, 0.978, -0.334], [0.872, -0.255, -0.767], [-0.857, -0.331, -1.481], [0.255, 1.700, 2.570], [0.171, -0.083, -0.263], [-0.580, -2.393, 1.680], [0.734, 1.788, -0.759], [-0.297, 0.704, -1.707], [-0.222, 0.103, -0.036], [-0.211, -0.359, 1.541], [-1.140, -0.418, -2.184], [0.599, 0.656, 0.241], [-0.107, 0.296, -0.283], [-0.102, 0.314, -0.290], [-0.809, 0.044, 0.792], [0.756, -0.033, 0.424], [-0.784, -0.293, -0.624], [0.658, 0.145, -0.298], [0.820, -0.231, 0.811], [-0.542, -0.417, -0.109], [-0.033, 0.386, 0.105], [0.252, -0.306, -0.246], [-0.064, -0.875, 0.141], [-0.377, -0.525, 0.384], [0.386, 0.247, 0.197], [-0.133, 0.012, -0.559], [0.006, -0.098, 0.636], [0.345, 0.043, 0.686], [-0.205, 0.517, -0.736], [0.434, 0.279, -0.901], [0.191, -0.619, 1.023], [1.443, 1.342, 0.662], [-0.728, -0.491, 1.962], [-1.168, 0.547, -1.442], [0.759, 1.372, -1.367], [2.194, 0.145, 0.938], [-3.170, -1.067, 1.678], [1.264, -0.644, -1.870], [-0.740, 0.905, -0.212], [-0.007, -0.060, 0.345], [-1.007, -3.132, 1.619], [-0.200, 1.525, -0.407], [0.111, -0.182, 0.337], [-0.393, -1.341, -0.216], [0.318, 0.723, -0.898], [0.057, 0.085, -0.446], [0.056, -0.078, 0.161], [-0.251, 0.222, 0.002], [-0.281, -0.640, -0.273], [0.267, 0.019, 0.158], [-0.428, 0.028, -1.197], [-0.196, -0.194, -0.376], [-0.205, 1.029, -0.206], [1.369, 0.304, 0.848], [-0.225, 0.386, -0.198], [-0.197, 0.028, 0.762], [0.097, 0.089, -0.048], [0.137, -0.552, 0.502], [0.743, -0.352, -0.474], [0.152, 0.093, -0.278], [0.183, -0.037, -0.119], [-1.561, -0.023, -1.002], [0.357, -0.735, 1.250], [1.126, 0.005, 1.914], [-1.294, 1.696, 1.463], [-0.414, -1.699, -2.584], [-0.376, 0.082, -1.042], [0.349, 0.352, -0.178], [0.720, 0.340, -0.160], [-0.128, -0.526, 0.389], [-0.336, 0.297, 0.158], [0.500, 0.007, -0.107], [-0.094, -0.184, -0.428], [0.062, -0.069, 0.247], [0.404, 0.076, -0.224], [-0.407, 0.302, 0.547], [-0.259, -0.221, 0.110], [0.679, 0.568, -0.347], [-0.766, 2.720, -2.986], [-0.783, -0.230, -0.743], [0.167, -0.099, 4.668], [1.458, -3.355, -0.642], [0.114, -0.165, -0.473], [-0.070, 0.469, 0.210], [-0.317, 0.124, 0.094], [0.629, 0.337, -0.239]]}